Entry 1:
Entry from the Open Molecules 2025 dataset: a molecular structure, C26H23BrIrN4O7 at a distorted geometry (ωB97M-V/def2-TZVPD).

The geometry in XYZ format:
```
62
Properties=species:S:1:pos:R:3:forces:R:3:nbo_charge:R:1
N 1.503273 1.622620 1.016377 -0.8 -1.1 -0.7 -0.274
H -2.936693 -1.601380 4.411170 0.0 0.0 0.0 0.169
H -2.814556 -1.986652 -4.823752 0.0 0.0 0.0 0.218
H 0.153575 4.675752 3.017911 0.0 0.0 0.0 0.200
C -0.360412 3.763299 3.299362 0.1 0.1 -0.2 -0.177
C 5.155775 2.369491 -3.182391 0.0 0.0 0.1 -0.223
H -1.792192 4.739567 4.555864 0.0 0.0 0.0 0.203
C -3.503166 0.560133 -2.684771 0.0 0.0 0.0 -0.240
Br -5.379158 -0.586055 -4.499249 0.0 0.0 0.0 0.012
C 3.754997 1.059599 -1.730324 -0.1 0.0 -0.2 -0.013
C -2.093814 2.614475 4.464169 0.0 0.1 0.0 -0.231
H 1.907727 -4.339606 0.032073 0.0 0.0 0.0 0.250
C 2.630290 0.961250 -0.761699 -0.4 0.2 0.0 0.558
H 6.418063 1.263266 -4.518893 0.0 0.0 0.0 0.202
H 5.483036 3.335031 -3.547778 0.0 0.0 0.0 0.205
H -2.494322 -0.123041 0.466522 0.0 0.1 0.0 0.513
H -2.765009 -0.891877 2.791427 0.0 0.0 0.0 0.191
C 0.362285 -3.042171 0.625214 -0.2 -0.3 0.3 0.007
C -2.093561 1.682105 -0.935243 0.1 0.1 -0.3 0.770
C -1.397881 -1.079146 -3.474515 -0.1 0.1 0.0 -0.190
H -1.317444 -1.336967 3.715047 0.0 0.0 0.0 0.202
H 1.610923 3.545844 1.599687 0.2 -0.1 0.1 0.194
C -1.042021 -2.741956 0.663823 0.0 -0.4 -0.1 0.238
O -1.634158 1.186733 0.182417 0.6 0.4 0.0 -0.836
C -2.645362 -1.235181 -4.064731 0.1 0.0 0.0 -0.259
H -2.964627 -3.334795 1.339842 0.0 0.0 0.0 0.247
Ir 0.282785 -0.077287 0.627616 -0.2 -1.0 1.5 1.277
C 0.068627 2.551049 2.751357 -0.3 0.1 -0.1 -0.194
C 1.123981 2.588388 1.765560 0.1 0.2 0.2 0.136
C -2.073716 -3.793488 0.916538 -0.1 0.1 -0.1 -0.671
C 5.251780 -0.032241 -3.264169 0.0 0.0 0.0 -0.210
H 0.279143 -5.005292 -0.231575 0.0 0.0 0.0 0.208
C -3.673510 -0.400894 -3.663680 -0.1 0.0 -0.1 -0.078
O -0.029149 0.192022 2.690313 -0.9 -0.9 -0.8 -0.761
C 4.285883 -0.106273 -2.271351 0.0 0.0 0.0 -0.206
H 3.791192 3.193293 -1.729500 0.0 0.0 0.0 0.230
C 4.205084 2.298290 -2.174147 0.0 0.0 0.0 -0.202
H 3.937534 -1.060838 -1.897001 -0.1 0.0 0.0 0.238
H -4.322115 1.195704 -2.376779 0.0 0.0 0.0 0.235
C -2.258714 0.688877 -2.078571 0.1 -0.1 0.2 -0.045
H -2.356297 -4.278236 -0.020891 0.0 0.0 0.0 0.232
H 5.668217 -0.939901 -3.683786 0.0 0.0 0.0 0.204
H -1.688956 -4.550800 1.597118 0.0 0.0 0.0 0.224
H -2.955509 2.612633 5.120773 0.0 0.0 0.0 0.212
H 0.984821 -4.957303 1.398602 0.0 0.0 0.0 0.213
O 2.406928 -2.129838 0.786809 0.1 -0.4 0.2 -0.500
N -1.322452 -1.511717 0.475410 1.2 1.2 0.1 -0.133
N 2.538999 1.875456 0.152761 0.7 0.4 0.3 -0.435
C -1.204523 -0.122297 -2.488875 0.0 0.0 0.0 -0.231
N 1.164453 -2.017238 0.783269 0.9 2.2 -0.1 0.065
C -1.671654 1.396787 3.959069 0.2 -0.2 0.1 0.230
O 1.794177 0.011545 -0.938061 -1.1 -0.8 -0.6 -0.723
O -2.453329 2.829467 -1.110594 0.0 0.0 0.1 -0.621
H -0.571742 -1.707582 -3.783598 0.0 0.0 0.0 0.214
C -1.439696 3.800068 4.150583 -0.1 0.0 0.1 -0.252
H -0.227968 -0.003441 -2.037212 0.0 0.0 -0.1 0.250
C 0.904313 -4.423203 0.446740 0.1 0.2 0.1 -0.652
C -0.543803 1.333904 3.101019 -0.2 0.1 0.1 0.376
C -2.328669 -0.946271 3.787579 0.0 0.0 0.0 -0.257
C 5.676937 1.204845 -3.730785 0.0 0.0 0.0 -0.223
O -2.371512 0.321839 4.432702 0.1 0.0 0.1 -0.515
O -2.617102 -1.110390 0.579198 -0.2 -0.1 -0.1 -0.571
```
Forces are in eV/Å.

**Max |F|**: 0.0472 Eh/bohr
**Molecular weight**: 775.6 g/mol
**Kohn-Sham gap**: 7.4 eV
**Total charge**: -1
**Electronic energy**: -120508.4655 eV

***

Entry 2:
Entry from the Open Molecules 2025 dataset: a molecular structure, C26H23BrN5O2Ru at a distorted geometry (ωB97M-V/def2-TZVPD).

The geometry in XYZ format:
```
58
Properties=species:S:1:pos:R:3:forces:R:3:mulliken_spin:R:1
H -1.966392 2.655876 -1.235539 0.0 0.2 -0.4 0.001
H -0.243886 -0.460335 6.153126 0.0 0.0 -0.1 0.000
C -0.157721 -0.554779 5.076509 0.0 -0.1 0.2 -0.003
C -3.896015 1.278985 -0.285790 0.0 -0.2 0.1 0.117
N -0.157126 -3.162908 2.555565 -0.1 0.1 -0.1 -0.001
C 0.106186 0.398253 2.934501 0.1 -0.7 0.1 -0.003
C 7.087530 1.519742 -1.876146 0.1 0.0 0.0 0.001
H -2.972744 -0.502434 -1.509838 0.5 0.0 0.3 -0.009
C -0.084398 -4.536955 -1.332352 0.0 -0.2 -0.1 0.000
H 7.272751 3.405930 -0.866718 -0.1 -0.1 -0.1 0.000
N 0.018749 -2.738401 0.248015 -0.4 0.8 -0.9 0.005
H -0.260264 -3.897512 3.226285 0.0 -0.2 0.2 0.000
H 4.866461 3.939781 -1.050895 0.1 -0.1 0.0 0.000
Ru -0.075078 -0.632857 0.214902 0.0 0.3 -0.4 -0.007
C 0.042165 -3.215276 -1.030166 0.0 -0.3 0.7 -0.002
C -0.092114 -1.903285 3.104283 0.1 0.0 -0.4 -0.005
C 5.248282 3.003598 -1.447488 0.1 0.2 0.2 0.000
H 4.198775 0.233216 -3.086270 0.1 0.0 0.1 0.000
C -4.690592 2.129853 0.424515 0.1 0.1 0.0 0.022
N 0.063707 -0.831378 2.340480 -0.3 1.5 -1.1 0.016
C -6.024168 2.358529 0.024557 -0.1 0.0 -0.1 0.284
H -7.590495 1.911327 -1.407306 0.0 0.1 0.0 0.004
H -0.289954 -2.689673 5.092420 0.0 0.1 -0.1 0.000
N -1.598494 1.934150 -0.647735 0.3 0.0 0.2 0.005
C -4.469309 0.594595 -1.423566 0.1 -0.1 0.0 0.198
H 0.255134 1.229430 2.276996 0.0 0.3 -0.3 -0.001
C -0.190003 -1.792813 4.490901 0.0 0.0 0.5 0.002
H -0.380678 -5.642396 1.852124 0.0 0.1 -0.1 0.000
C -0.008491 0.581133 4.278466 0.0 0.1 0.2 0.001
H -0.055678 -4.871755 -2.360410 0.0 0.0 0.1 0.000
H -6.643106 3.031680 0.605975 0.0 0.0 -0.1 0.003
C -0.245379 -5.431922 -0.273653 0.0 -0.3 0.0 0.000
H 6.613851 -0.263576 -2.969414 -0.1 0.1 0.1 0.000
C 0.528277 2.108539 -1.498972 0.4 0.5 -0.3 0.009
C 4.367378 2.090450 -2.017032 -0.4 0.1 0.1 -0.002
N -0.322061 1.512414 -0.773950 -0.3 -1.1 1.1 -0.005
O -2.083256 -0.294058 -0.212562 -0.6 -0.6 0.5 -0.012
H 8.145352 1.293990 -1.816049 -0.1 0.0 0.0 0.000
O -3.792197 -0.295262 -2.070612 -0.3 0.1 0.1 0.208
H -4.290986 2.641080 1.296293 -0.1 -0.1 -0.1 0.005
C -0.266372 -4.963146 1.013553 0.0 -0.5 0.0 -0.001
H 0.254331 3.000921 -2.055217 0.0 0.1 0.0 0.000
C 6.598842 2.704814 -1.347513 0.0 0.2 0.0 0.000
C 6.224875 0.637055 -2.504398 -0.1 -0.2 -0.2 0.000
C 4.865753 0.911889 -2.560620 0.0 -0.2 -0.3 0.001
H 2.656101 3.440720 -2.244357 0.1 -0.1 0.0 0.000
C -5.805563 0.858602 -1.842874 -0.1 0.0 -0.2 0.133
H 0.170988 -2.485953 -1.804445 0.0 0.3 -0.2 -0.001
H -6.192986 0.336876 -2.711900 0.1 0.0 0.1 -0.001
C -6.563533 1.725317 -1.120598 -0.1 0.1 0.2 -0.006
Br 2.211167 -0.113206 -0.972709 0.6 -0.5 0.3 0.018
H -2.317663 1.232421 1.149199 -0.1 -0.2 0.3 0.005
C 1.911817 1.669082 -1.598318 -0.8 -0.6 0.5 -0.002
C -2.452780 1.008205 0.090759 0.2 -0.2 -0.3 0.020
C -0.134678 -3.595622 1.250180 0.1 0.3 -0.1 0.000
C 2.926395 2.416084 -1.985913 0.8 0.6 -0.3 0.002
H 0.025773 1.575549 4.705559 0.0 -0.1 -0.1 0.000
H -0.346464 -6.494570 -0.463835 0.0 0.1 0.0 0.000
```
Forces are in eV/Å.

**⟨S²⟩**: 0.905
**Max |F|**: 0.0368 Eh/bohr
**Molecular weight**: 618.5 g/mol
**Kohn-Sham gap (alpha / beta)**: 7.4 / 4.4 eV
**Total charge**: +2
**Electronic energy**: -111488.8207 eV
**Spin multiplicity**: 2

***

Entry 3:
Entry from the Open Molecules 2025 dataset: a molecular structure, C26H23Cl2F6N4O13P2S2Ti (ωB97M-V/def2-TZVPD).

The geometry in XYZ format:
```
79
Properties=species:S:1:pos:R:3:forces:R:3:lowdin_charge:R:1
H 2.753916 4.313379 -1.372814 0.0 0.0 0.0 0.136
C -3.427546 -2.440500 -1.485892 0.0 0.1 0.0 -0.055
C -0.175956 -3.564352 -3.011833 -0.1 0.0 0.0 -0.669
N 2.267921 -3.004512 -2.248504 0.2 0.0 0.0 -0.266
C -4.009286 -3.103195 -2.553949 0.0 0.0 0.0 -0.066
H -4.457944 -5.015326 -3.418306 0.0 0.0 0.0 0.113
H 4.467136 3.469958 -5.282377 0.0 0.0 0.0 0.112
C 2.351973 2.316733 -2.897358 0.0 0.0 0.0 -0.203
C -2.371946 -0.333300 1.416265 0.1 0.0 0.0 -0.318
H -3.130556 1.404819 -4.065459 0.0 0.0 0.0 0.039
H 0.550722 1.800179 -5.712037 0.0 0.0 0.0 0.096
C 2.685152 3.479051 -0.680916 0.0 0.0 0.0 -0.008
H 0.429116 1.467838 -3.285459 0.0 0.0 0.0 0.030
H -3.466457 1.695732 3.005595 0.0 0.0 0.0 0.138
Cl -1.809956 0.977290 -2.186566 -0.1 0.0 0.2 0.607
C -3.400756 -5.207227 -1.564790 0.0 0.0 0.0 -0.057
C -2.608190 1.984484 2.416543 0.0 0.0 -0.1 0.067
F -0.975919 -3.916816 -4.007785 0.0 0.0 0.0 0.158
C -2.797386 -4.540916 -0.506940 0.0 0.0 0.0 -0.026
O 0.639411 -0.633634 3.454693 -0.1 0.0 0.0 -0.078
H -3.386904 -6.288391 -1.596668 0.0 0.0 0.0 0.115
C -0.435154 2.576642 0.891836 0.0 -0.1 -0.1 -0.144
O 1.329035 0.031798 1.233359 0.0 0.0 0.0 -0.313
O 1.929164 -4.774027 -3.937021 0.0 0.0 0.1 -0.225
C -2.312795 -2.458186 0.768175 0.1 0.0 0.0 -0.202
H 4.338061 3.157345 -2.858542 0.0 0.0 0.0 0.126
C 3.492363 2.872366 -3.475514 0.0 0.0 0.0 -0.050
F 3.176336 -0.342166 -4.118221 0.0 0.0 0.0 0.180
H 3.060289 1.375263 -1.100766 0.0 0.0 0.0 0.139
O 0.602105 -2.145840 0.179809 0.0 0.0 0.0 -0.362
P 1.944345 -0.627673 2.544735 -0.1 0.0 0.0 0.305
C 3.572749 3.045109 -4.846813 0.0 0.0 0.0 -0.060
S 1.552605 -3.444062 -3.612771 -0.1 0.1 -0.1 0.616
Ti 0.281411 -0.356982 -0.166087 0.3 -0.1 0.1 1.180
O 3.119634 0.019363 3.086450 0.0 0.0 0.0 -0.182
F 4.609883 -1.825778 -3.476586 0.0 0.0 0.0 0.177
O 1.541755 -2.410456 -4.600531 0.0 0.0 0.1 -0.256
C 1.377664 2.112495 -5.087938 0.0 0.0 0.0 -0.064
C -2.075391 3.263013 2.464809 0.0 0.0 0.0 0.020
F 4.516698 0.094615 -2.482028 0.0 0.0 0.0 0.152
O 1.492525 -0.630853 -1.737128 -0.2 0.1 0.2 -0.415
H 2.572071 2.801260 -6.729511 0.0 0.0 0.0 0.110
O 2.152318 -2.139389 2.116362 0.0 -0.1 0.0 -0.185
F -0.586561 -2.369968 -2.537047 0.0 -0.1 0.0 0.071
H -3.527850 -0.181627 -3.330165 0.0 0.0 0.1 0.008
H 0.831243 -0.712921 4.398528 0.0 0.0 0.0 0.111
C 1.301221 1.933257 -3.713342 0.0 0.0 0.0 -0.053
O 1.534528 3.729509 0.183108 0.0 0.1 0.0 0.088
O -3.325021 -0.823298 2.161887 0.0 0.0 0.0 0.089
N 1.034751 1.766366 -0.792903 0.1 0.1 0.0 0.082
O 3.429753 -1.587648 -0.587999 0.0 0.0 0.0 -0.227
C 0.741239 2.700733 0.030114 0.0 -0.1 0.0 -0.322
H -1.548631 -3.054997 1.263273 0.0 0.0 0.0 0.103
N -0.939672 1.347575 0.840013 0.2 0.2 -0.3 0.082
C -2.809796 -3.154261 -0.465973 0.0 0.1 -0.1 -0.210
C -0.962938 3.570789 1.693204 0.0 0.0 0.0 0.069
H -3.519221 -2.838342 2.596941 0.0 0.0 0.0 0.146
C -4.002423 -4.492649 -2.588250 0.0 0.0 0.0 -0.066
H -2.519774 4.013483 3.103878 0.0 0.0 0.0 0.131
C 3.802158 -0.853414 -3.086418 0.1 0.0 0.0 -0.662
C 2.510605 2.668231 -5.657887 0.0 0.0 0.0 -0.067
C -3.503865 -2.203642 1.716539 0.0 0.0 0.0 0.003
H -3.426845 -1.356673 -1.435459 -0.1 0.0 0.0 0.084
N -1.745859 -1.079442 0.578028 0.0 -0.1 0.0 0.104
H -0.506019 4.549879 1.709563 0.0 0.0 0.0 0.140
C 2.346110 2.145150 -1.394348 -0.1 0.0 0.0 -0.195
O 0.183192 -3.800337 2.087207 0.0 0.1 0.0 -0.218
P 1.190994 -3.117597 1.277503 -0.1 0.0 0.2 0.305
H -2.306776 -5.096939 0.283878 0.0 0.0 0.0 0.128
Cl -1.716008 -0.321426 -4.815387 0.0 0.0 0.0 0.624
F -0.264168 -4.458407 -2.034032 0.0 0.0 0.0 0.150
O 2.229880 -4.035145 0.566690 0.1 0.0 -0.1 -0.047
C -2.737106 0.486028 -3.647006 0.1 -0.1 -0.1 -0.920
H 2.067597 -4.979754 0.684403 0.0 0.0 0.0 0.123
H -4.457953 -2.244205 1.194714 0.0 0.0 0.0 0.142
H -4.467493 -2.547838 -3.363152 0.0 0.0 0.0 0.107
C -1.993964 1.065470 1.583553 -0.1 0.0 0.1 -0.155
S 2.670630 -1.608753 -1.794397 -0.2 0.0 -0.2 0.697
H 3.563952 3.436470 -0.043187 0.0 0.0 0.0 0.144
```
Forces are in eV/Å.

**Max |F|**: 0.0081 Eh/bohr
**Molecular weight**: 958.3 g/mol
**Kohn-Sham gap**: 6.8 eV
**Total charge**: +1
**Electronic energy**: -164630.8045 eV

***

Entry 4:
Entry from the Open Molecules 2025 dataset: a molecular structure, C26H23F8N7O2S3Yb at a distorted geometry (ωB97M-V/def2-TZVPD).

The geometry in XYZ format:
```
70
Properties=species:S:1:pos:R:3:forces:R:3:mulliken_spin:R:1
H 5.290769 -1.846417 -2.783322 0.2 -0.7 -0.3 0.000
H -2.608878 -4.294820 -1.316879 0.2 -0.2 0.1 0.000
H 6.120224 -0.042576 -4.271702 0.1 0.3 -0.4 0.000
F -5.492370 -1.741468 4.719134 0.0 0.3 0.7 0.000
H -0.742143 3.987165 4.209709 0.3 -1.2 0.0 0.000
C -3.526188 -2.875821 4.148705 -1.1 0.2 -1.3 0.000
C -0.248428 -3.088545 -0.967494 0.9 1.3 -0.3 0.000
N 3.323456 -0.011810 0.506422 1.1 -1.0 -0.5 -0.001
H -2.663151 0.207735 0.076869 -0.9 -1.9 -1.3 0.000
H 4.888314 -1.279986 -0.691229 0.2 -0.2 0.5 0.000
F -1.958924 5.635385 -2.330364 -0.4 -0.4 0.3 0.000
C -2.777892 -3.224924 -1.305795 0.9 -0.4 0.3 0.000
F -0.338684 5.904663 -3.692686 -1.2 -0.9 -0.3 0.000
H 0.459123 -4.823129 -2.056409 -0.5 0.3 -0.1 0.000
C -1.173773 3.634844 -3.516440 0.2 -0.5 -1.8 0.000
C -1.650726 2.020964 4.082357 1.3 2.1 -0.3 -0.001
H -3.063512 -2.971556 -2.314946 -0.2 0.4 -0.3 0.000
H 3.395692 1.203062 4.009668 -0.1 -1.3 -0.3 0.000
N -0.649553 1.412916 -2.607672 0.2 0.8 -1.5 -0.002
F -1.643767 -3.964825 3.215288 -0.9 0.9 -0.1 0.000
H 0.926763 -4.727150 -0.466540 -0.6 0.0 0.1 0.000
H 5.356175 1.213601 -3.196525 0.2 -0.6 -0.3 0.000
H 2.978464 -0.618867 3.899895 0.3 0.2 0.3 0.000
H -1.437209 1.267128 -5.977583 0.6 0.1 1.3 0.000
N -1.585509 -1.234565 -0.489444 0.2 -0.7 -0.3 -0.002
C 4.864662 -0.870253 -2.739815 0.0 2.2 0.4 0.000
C -0.631878 2.921092 3.876426 -1.4 0.3 1.6 0.000
O -2.861216 -0.706486 -0.435076 -0.7 2.0 1.0 0.000
N 0.794901 -2.190104 -1.090931 -2.7 0.0 0.3 0.000
C -1.195598 1.672819 -4.956798 -0.5 0.0 -0.8 0.000
C 2.157361 0.606429 2.409421 -0.8 -0.5 -1.6 0.000
H 4.133605 0.153205 2.744416 0.2 -0.2 0.3 0.000
H -2.589246 2.199741 4.599163 0.4 0.3 -0.2 0.000
S 2.335658 0.805611 -1.929138 -0.6 0.0 0.3 -0.001
C -1.473208 5.131612 -3.442435 0.9 0.5 -1.0 0.000
S 0.086724 3.534817 -1.027568 -0.7 -1.7 -1.4 -0.001
F -4.037862 0.616085 4.832897 -0.1 -0.9 -1.0 0.000
S -0.091191 -1.300734 2.464478 -0.3 0.2 0.2 0.000
C -1.368774 3.068991 -4.791746 0.0 -0.6 0.8 0.000
H -1.665420 3.663281 -5.673750 0.1 -0.3 0.8 0.000
O 1.865493 -2.634625 -1.480816 1.5 -0.5 0.1 -0.001
Yb -0.092434 0.506158 -0.285528 1.7 0.5 -1.4 1.009
C -3.511743 -0.511045 4.224310 -0.5 2.2 0.6 0.000
H -0.757929 -5.249467 -0.829163 0.1 0.6 0.0 0.000
H 1.477176 3.182951 3.294505 -0.3 0.0 -0.1 0.000
C -4.198983 -1.675864 4.413809 0.3 -1.6 -0.3 0.000
C 5.844285 0.218300 -3.256359 0.1 0.0 0.8 0.000
N -0.217816 0.369617 2.956891 0.4 -0.8 0.2 0.000
C -1.684454 -1.574655 3.157604 -1.9 -0.9 0.0 0.000
C 3.241286 0.292777 3.352881 0.7 1.5 0.3 0.000
F -1.890359 1.388491 0.489342 0.6 -0.2 -0.8 -0.001
C 0.024339 -4.518967 -1.084813 1.6 -1.6 -0.3 0.000
H -0.767550 -0.229672 -3.908477 -0.4 0.9 0.0 0.000
H 6.779754 0.303145 -2.660033 -0.6 -0.3 -0.2 0.000
C 0.859228 1.185835 2.934393 0.0 1.8 -0.2 0.002
C -2.370207 -2.807851 3.419342 3.5 0.2 0.1 0.000
C -1.580047 0.908288 3.148139 -1.1 -2.9 -1.8 -0.001
F -4.148264 -4.057170 4.302348 0.2 0.4 0.2 0.000
H 3.974926 -0.761571 -3.358187 -0.2 -0.5 0.1 0.000
N 2.202503 0.320811 1.113909 -2.0 1.9 0.4 -0.001
N 4.516728 -0.628947 -1.346795 -1.3 0.8 0.4 0.000
C -1.524747 -2.488829 -0.898626 -0.2 1.1 0.6 -0.001
C 3.389180 0.029497 -0.864554 0.7 -1.0 0.8 0.000
H -1.872341 1.195983 2.075307 -0.4 -0.1 2.0 0.000
F -2.417015 5.427520 -4.452528 1.3 0.0 1.2 0.000
C -2.342903 -0.392441 3.496990 0.6 0.2 0.6 0.002
C -0.906337 0.873168 -3.852969 0.5 0.4 1.0 0.000
C 0.619091 2.514780 3.316831 1.6 -1.5 -1.0 0.000
H -3.569471 -3.026633 -0.618863 -0.7 0.4 0.3 0.000
C -0.578151 2.793328 -2.521446 -0.6 0.8 2.3 0.000
```
Forces are in eV/Å.

**⟨S²⟩**: 0.751
**Max |F|**: 0.0699 Eh/bohr
**Molecular weight**: 886.7 g/mol
**Kohn-Sham gap (alpha / beta)**: 6.6 / 6.6 eV
**Total charge**: -1
**Electronic energy**: -127635.3388 eV
**Spin multiplicity**: 2